ORCA calculation (ωB97M-V with the def2-TZVPD basis set) on 11 unconnected molecules or ions with the total composition C39H102N16O11 in a non-equilibrium geometry.

Results
energy relative to the best compared isomer or geometry (same formula, charge and spin) = 1081.1 kJ/mol
LUMO = 0.0 eV
calculated total energy = -88452.0267 eV
HOMO level = -8.0 eV
Kohn-Sham gap = 8.048 eV

Last columns: bonded neighbours and bond lengths (Å).
Element x y z (Å)
1 C 5.65 5.80 -6.40  C2 1.528, H12 1.090, H13 1.090, H14 1.090
2 C 4.45 5.17 -5.70  C1 1.528, C3 1.547, N7 1.493, C11 1.516
3 C 3.42 6.30 -5.45  C2 1.547, C4 1.552, H15 1.090, H16 1.090
4 C 1.96 5.84 -5.20  C3 1.552, C5 1.556, H17 1.090, H18 1.090
5 C 1.57 4.68 -6.17  C4 1.556, C6 1.519, H19 1.090, H20 1.090
6 C 2.60 3.59 -6.37  C5 1.519, N7 1.487, C9 1.501, C10 1.622
7 N 3.96 4.13 -6.64  C2 1.493, C6 1.487, O8 1.391
8 O 4.80 3.08 -7.01  N7 1.391, H30 0.960
9 C 2.45 2.64 -5.22  C6 1.501, H21 1.090, H22 1.090, H23 1.090
10 C 2.09 2.86 -7.73  C6 1.622, H24 1.090, H25 1.090, H26 1.090
11 C 4.90 4.67 -4.34  C2 1.516, H27 1.090, H28 1.090, H29 1.090
12 H 6.18 6.60 -5.88  C1 1.090
13 H 5.41 6.31 -7.33  C1 1.090
14 H 6.42 5.06 -6.64  C1 1.090
15 H 3.71 6.75 -4.50  C3 1.090
16 H 3.41 7.05 -6.23  C3 1.090
17 H 1.23 6.64 -5.25  C4 1.090
18 H 1.89 5.62 -4.13  C4 1.090
19 H 1.27 5.18 -7.09  C5 1.090
20 H 0.66 4.17 -5.86  C5 1.090
21 H 2.35 2.98 -4.18  C9 1.090
22 H 1.70 1.86 -5.36  C9 1.090
23 H 3.41 2.13 -5.13  C9 1.090
24 H 1.02 2.68 -7.63  C10 1.090
25 H 2.33 3.34 -8.68  C10 1.090
26 H 2.44 1.87 -8.02  C10 1.090
27 H 5.56 3.81 -4.37  C11 1.090
28 H 4.14 4.41 -3.60  C11 1.090
29 H 5.58 5.45 -3.98  C11 1.090
30 H 5.09 3.41 -7.86  O8 0.960
31 C -1.52 -6.61 2.50  C32 1.599, H42 1.090, H43 1.090, H44 1.090
32 C -0.04 -6.72 3.09  C31 1.599, C33 1.608, N37 1.525, C41 1.544
33 C -0.03 -6.42 4.67  C32 1.608, C34 1.524, H45 1.090, H46 1.090
34 C -0.83 -7.47 5.46  C33 1.524, C35 1.529, H47 1.090, H48 1.090
35 C -0.05 -8.78 5.46  C34 1.529, C36 1.579, H49 1.090, H50 1.090
36 C 0.13 -9.26 3.97  C35 1.579, N37 1.526, C39 1.477, C40 1.578
37 N 0.50 -8.14 2.99  C32 1.525, C36 1.526, O38 1.373
38 O 0.73 -8.60 1.71  N37 1.373, H60 0.960
39 C 1.23 -10.24 4.06  C36 1.477, H51 1.090, H52 1.090, H53 1.090
40 C -1.14 -10.05 3.49  C36 1.578, H54 1.090, H55 1.090, H56 1.090
41 C 1.01 -5.84 2.37  C32 1.544, H57 1.090, H58 1.090, H59 1.090
42 H -2.04 -5.71 2.81  C31 1.090
43 H -2.09 -7.45 2.89  C31 1.090
44 H -1.41 -6.80 1.43  C31 1.090
45 H 1.00 -6.39 5.03  C33 1.090
46 H -0.36 -5.39 4.61  C33 1.090
47 H -1.84 -7.40 5.08  C34 1.090
48 H -1.06 -7.42 6.52  C34 1.090
49 H -0.70 -9.44 6.05  C35 1.090
50 H 0.83 -8.50 6.04  C35 1.090
51 H 1.21 -10.89 4.93  C39 1.090
52 H 1.30 -10.89 3.19  C39 1.090
53 H 2.20 -9.74 4.15  C39 1.090
54 H -2.00 -9.38 3.61  C40 1.090
55 H -1.09 -10.34 2.44  C40 1.090
56 H -1.31 -11.05 3.89  C40 1.090
57 H 2.07 -6.06 2.44  C41 1.090
58 H 0.97 -4.76 2.51  C41 1.090
59 H 0.89 -5.82 1.29  C41 1.090
60 H 1.68 -8.66 1.83  O38 0.960
61 C -4.58 6.33 -1.78  O62 1.235, N63 1.334, N64 1.271
62 O -3.84 6.41 -2.77  C61 1.235
63 N -4.43 5.47 -0.77  C61 1.334, H65 1.010, H66 1.010
64 N -5.70 6.90 -1.61  C61 1.271, H67 1.010, H68 1.010
65 H -3.74 4.73 -0.71  N63 1.010
66 H -5.06 5.64 0.01  N63 1.010
67 H -5.90 7.57 -2.34  N64 1.010
68 H -6.29 6.89 -0.79  N64 1.010
69 C -8.06 0.57 -0.38  O70 1.236, N71 1.236, N72 1.294
70 O -9.08 0.99 -0.93  C69 1.236
71 N -7.04 1.23 -0.15  C69 1.236, H73 1.010, H74 1.010
72 N -8.01 -0.46 0.41  C69 1.294, H75 1.010, H76 1.010
73 H -6.22 0.91 0.34  N71 1.010
74 H -7.28 2.21 -0.11  N71 1.010
75 H -8.87 -0.90 0.70  N72 1.010
76 H -7.17 -0.63 0.95  N72 1.010
77 C 0.43 7.40 -0.56  O78 1.235, N79 1.271, N80 1.316
78 O 0.07 6.28 -0.20  C77 1.235
79 N 1.43 8.07 -0.16  C77 1.271, H81 1.010, H82 1.010
80 N -0.22 8.17 -1.41  C77 1.316, H83 1.010, H84 1.010
81 H 1.48 9.01 -0.53  N79 1.010
82 H 2.10 7.78 0.54  N79 1.010
83 H 0.21 9.06 -1.58  N80 1.010
84 H -1.04 7.90 -1.93  N80 1.010
85 C -4.95 -0.65 4.61  O86 1.162, N87 1.345, N88 1.349
86 O -4.85 -0.35 3.49  C85 1.162
87 N -6.11 -1.11 5.11  C85 1.345, H89 1.010, H90 1.010
88 N -3.93 -0.49 5.48  C85 1.349, H91 1.010, H92 1.010
89 H -6.31 -1.09 6.10  N87 1.010
90 H -6.87 -1.15 4.44  N87 1.010
91 H -3.06 -0.05 5.23  N88 1.010
92 H -4.09 -1.19 6.19  N88 1.010
93 C -2.88 5.55 4.03  O94 1.221, N95 1.332, N96 1.280
94 O -3.52 5.70 5.06  C93 1.221
95 N -2.26 6.52 3.37  C93 1.332, H97 1.010, H98 1.010
96 N -2.87 4.45 3.37  C93 1.280, H99 1.010, H100 1.010
97 H -1.66 6.06 2.69  N95 1.010
98 H -2.01 7.36 3.87  N95 1.010
99 H -2.43 4.38 2.46  N96 1.010
100 H -3.29 3.59 3.69  N96 1.010
101 C -0.42 -1.03 -1.31  C102 1.505, H107 1.090, H108 1.090, H109 1.090
102 C -0.94 0.19 -0.59  C101 1.505, C103 1.583, N106 1.455, H110 1.090
103 C 0.14 1.29 -0.23  C102 1.583, O104 1.453, H111 1.090, H112 1.090
104 O 1.43 0.80 0.25  C103 1.453, C105 1.411
105 C 2.31 1.88 0.50  O104 1.411, H113 1.090, H114 1.090, H115 1.090
106 N -2.04 0.79 -1.32  C102 1.455, H116 1.010, H117 1.010
107 H 0.03 -0.87 -2.30  C101 1.090
108 H -1.19 -1.78 -1.47  C101 1.090
109 H 0.40 -1.55 -0.81  C101 1.090
110 H -1.41 -0.17 0.32  C102 1.090
111 H -0.33 1.96 0.48  C103 1.090
112 H 0.27 2.06 -0.99  C103 1.090
113 H 3.14 1.58 1.14  C105 1.090
114 H 1.78 2.65 1.05  C105 1.090
115 H 2.65 2.34 -0.42  C105 1.090
116 H -1.57 1.38 -1.99  N106 1.010
117 H -2.51 0.00 -1.75  N106 1.010
118 C 3.61 0.54 5.60  C119 1.515, H124 1.090, H125 1.090, H126 1.090
119 C 2.39 1.24 6.18  C118 1.515, C120 1.505, N123 1.485, H127 1.090
120 C 2.56 2.74 6.08  C119 1.505, O121 1.350, H128 1.090, H129 1.090
121 O 1.45 3.38 6.48  C120 1.350, C122 1.427
122 C 1.51 4.80 6.36  O121 1.427, H130 1.090, H131 1.090, H132 1.090
123 N 1.20 0.88 5.37  C119 1.485, H133 1.010, H134 1.010
124 H 4.03 1.26 4.89  C118 1.090
125 H 3.49 -0.45 5.17  C118 1.090
126 H 4.39 0.60 6.35  C118 1.090
127 H 2.31 0.93 7.22  C119 1.090
128 H 2.83 2.99 5.05  C120 1.090
129 H 3.34 3.09 6.76  C120 1.090
130 H 2.30 5.29 6.94  C122 1.090
131 H 0.58 5.34 6.51  C122 1.090
132 H 1.78 5.08 5.34  C122 1.090
133 H 1.48 0.21 4.67  N123 1.010
134 H 0.75 1.61 4.83  N123 1.010
135 C 9.96 -2.75 -0.28  C136 1.471, H141 1.090, H142 1.090, H143 1.090
136 C 8.82 -2.97 0.63  C135 1.471, C137 1.585, N140 1.445, H144 1.090
137 C 7.39 -2.65 0.04  C136 1.585, O138 1.454, H145 1.090, H146 1.090
138 O 7.34 -1.39 -0.69  C137 1.454, C139 1.451
139 C 6.28 -1.27 -1.67  O138 1.451, H147 1.090, H148 1.090, H149 1.090
140 N 9.07 -4.34 1.03  C136 1.445, H150 1.010, H151 1.010
141 H 9.67 -1.82 -0.78  C135 1.090
142 H 10.19 -3.52 -1.02  C135 1.090
143 H 10.89 -2.72 0.29  C135 1.090
144 H 8.88 -2.22 1.42  C136 1.090
145 H 6.71 -2.66 0.88  C137 1.090
146 H 7.06 -3.40 -0.68  C137 1.090
147 H 6.32 -1.99 -2.49  C139 1.090
148 H 6.19 -0.33 -2.22  C139 1.090
149 H 5.34 -1.55 -1.19  C139 1.090
150 H 10.02 -4.38 1.36  N140 1.010
151 H 9.20 -4.84 0.16  N140 1.010
152 C -8.45 -1.49 -5.23  C153 1.518, H158 1.090, H159 1.090, H160 1.090
153 C -7.88 -2.89 -5.07  C152 1.518, C154 1.610, N157 1.462, H161 1.090
154 C -6.81 -3.16 -3.89  C153 1.610, O155 1.431, H162 1.090, H163 1.090
155 O -5.99 -4.32 -4.07  C154 1.431, C156 1.399
156 C -5.30 -4.73 -2.92  O155 1.399, H164 1.090, H165 1.090, H166 1.090
157 N -8.99 -3.84 -4.99  C153 1.462, H167 1.010, H168 1.010
158 H -7.67 -0.76 -5.01  C152 1.090
159 H -9.19 -1.39 -4.44  C152 1.090
160 H -8.92 -1.41 -6.21  C152 1.090
161 H -7.15 -2.94 -5.88  C153 1.090
162 H -7.28 -3.15 -2.91  C154 1.090
163 H -6.13 -2.31 -3.76  C154 1.090
164 H -4.41 -5.30 -3.19  C156 1.090
165 H -5.73 -5.49 -2.27  C156 1.090
166 H -4.95 -3.81 -2.44  C156 1.090
167 H -8.57 -4.66 -4.57  N157 1.010
168 H -9.61 -3.47 -4.28  N157 1.010

Results of the Löwdin charge analysis, in e, for atoms 1 through 5: number 1, C, carries -0.055; number 2, C, carries -0.498; number 3, C, carries -0.124; number 4, C, carries -0.157; number 5, C, carries -0.149